Entry from OMol25: a structure of composition C15H23I2OP2Y in a non-equilibrium geometry (wB97M-V/def2-TZVPD).

XYZ file:
```
44
Properties=species:S:1:pos:R:3:forces:R:3
I 1.826740 2.824640 2.487223 0.1 0.4 -1.9
I 1.993114 3.620615 -0.323838 -0.1 -0.5 1.8
Y 0.593384 0.660176 0.292119 0.5 -0.3 0.3
P -1.774405 2.210407 0.533788 -1.3 0.8 0.1
C -3.230575 1.149231 0.811745 0.1 -0.2 0.1
C -1.933550 3.445967 1.877056 0.4 -0.2 0.1
H -2.811990 4.088587 1.720537 0.3 -0.3 0.1
H -2.962681 4.028987 -0.571449 0.2 -0.3 -0.2
H -1.016584 4.045530 1.892340 -0.3 0.1 0.1
H -1.384131 3.660462 -1.350411 -0.4 0.1 -0.1
H -3.172740 0.723340 1.820999 -0.1 0.1 -0.2
H -2.014246 2.925711 2.838430 0.0 0.2 -0.1
C -2.290099 3.225034 -0.906798 0.4 -0.1 -0.2
H -4.133643 1.764198 0.714305 0.1 -0.2 0.1
H -2.797642 2.598671 -1.653899 0.2 0.2 0.2
H -3.253268 0.324205 0.088713 -0.1 0.2 0.1
P 3.228230 -0.392363 0.220795 1.6 0.0 -0.4
C 3.539340 -2.186785 0.173035 -0.4 -0.2 0.0
C 4.152718 0.162929 -1.266055 -0.2 0.1 0.0
H 4.348906 1.210308 1.653021 0.3 -0.3 0.0
H 5.400804 -0.218070 1.282477 -0.3 0.2 0.1
H 4.069970 -0.328100 2.493635 0.2 0.1 -0.1
C 4.386473 0.119214 1.543520 -0.4 0.2 0.2
H 3.915503 1.219584 -1.445946 0.3 -0.2 -0.1
H 5.234684 0.040582 -1.111432 -0.3 0.0 -0.1
H 4.614027 -2.390197 0.270449 -0.3 0.1 -0.1
H 3.174918 -2.581949 -0.782214 0.1 0.0 0.2
H 3.833835 -0.434636 -2.130360 0.1 0.2 0.1
H 3.001878 -2.684135 0.986232 0.2 0.0 -0.1
C 1.046077 -1.430938 2.402640 -0.9 -1.3 -0.3
O 1.597058 -1.724937 3.401089 -0.1 1.1 -1.0
C 0.291783 -1.477416 1.321950 0.1 -1.0 2.1
C -0.439486 -1.452899 0.264610 1.1 2.4 -0.9
C -1.383506 -1.862844 -0.700440 -0.4 -1.2 -1.0
C -2.506486 -2.591150 -0.262191 0.6 0.3 0.2
C -3.435900 -3.050496 -1.164529 -0.4 -0.1 -0.4
C -3.257707 -2.828642 -2.538708 0.5 0.2 0.2
C -2.135331 -2.116943 -3.009959 0.1 -0.1 0.3
C -1.183191 -1.629008 -2.103836 -0.7 0.0 0.8
H -2.573724 -2.750140 0.815871 -0.3 -0.2 -0.4
H -4.292970 -3.612277 -0.792972 0.2 0.1 -0.2
H -3.973984 -3.236066 -3.250697 0.1 0.2 0.2
H -2.007333 -1.970290 -4.089891 0.0 -0.1 0.6
H -0.284270 -1.098098 -2.450953 -0.4 -0.3 0.1
```
Forces are in eV/Å.

Summary:
Orbital gap (spin up / spin down) ... 3.70 / 3.70 eV
ΔE to the lowest compared entry with this formula, charge and spin ... 0.0 kcal per mole
LUMO level (spin up / spin down) ... -9.75 / -9.75 eV
E ... -53781.367 eV
Total charge ... +2

---

Entry from OMol25: a cluster of 2 separate species, C3H2S in total in a non-equilibrium geometry (wB97M-V/def2-TZVPD).

XYZ file:
```
6
Properties=species:S:1:pos:R:3:forces:R:3
C -0.549974 0.639329 -0.114101 0.4 -0.1 0.2
C -0.605571 -0.672812 -0.198708 0.6 0.1 -0.3
C 0.518540 0.006725 -0.764614 0.8 -0.3 1.8
S 2.785936 0.117493 0.157232 -1.7 -0.1 -1.0
H -0.978812 1.312312 0.579184 -0.2 1.3 -0.2
H -1.170116 -1.403047 0.341006 0.1 -0.9 -0.5
```
Forces are in eV/Å.

Summary:
Orbital gap (spin up / spin down) ... 6.93 / 6.93 eV
ΔE to the lowest compared entry with this formula, charge and spin ... 98.5 kcal per mole
LUMO level (spin up / spin down) ... -1.59 / -1.60 eV
E ... -13971.514 eV
Total charge ... 0

---

Entry from OMol25: a cluster of 4 separate species, C3H15NO3 in total in a non-equilibrium geometry (wB97M-V/def2-TZVPD).

XYZ file:
```
22
Properties=species:S:1:pos:R:3:forces:R:3
C -0.147806 0.391659 -1.202591 1.5 0.9 0.8
C -0.674799 -0.705141 -0.311478 -1.6 -0.5 2.2
C -2.038136 -0.271786 0.480347 1.2 0.9 -3.4
N -0.877434 -1.978067 -1.121214 -0.1 4.2 -1.2
H -0.803181 1.029016 -1.731238 -1.7 0.3 -0.2
H 0.618053 1.070694 -0.730877 -1.0 -0.7 0.4
H 0.504724 0.054630 -1.939063 1.2 -1.1 -1.5
H 0.008886 -0.973512 0.549898 -0.2 0.3 -1.1
H -1.611524 0.713914 0.923674 -1.8 -1.8 -0.7
H -2.927994 -0.035859 -0.287573 2.1 -0.4 1.8
H -2.242559 -1.159521 1.055451 -0.6 0.5 1.1
H -0.236540 -1.905081 -1.939416 0.0 -1.1 0.6
H -1.852974 -1.971465 -1.453526 0.0 -1.2 0.3
H 1.449400 1.305144 1.965900 0.4 0.4 0.0
H 1.974432 0.501776 0.908202 0.1 -2.1 -0.8
O 2.073965 1.367594 1.215542 -0.3 1.6 1.0
H 2.951343 -0.837882 -1.850698 -0.2 1.4 0.9
H 2.766713 -0.138119 -0.468213 0.7 -0.1 0.3
O 2.615835 -0.010746 -1.399490 0.4 -1.6 -1.4
H -0.910737 0.596386 2.160111 1.9 0.2 2.2
H -0.428111 1.904125 2.425710 0.1 2.2 0.1
O -0.211565 1.052239 2.750536 -1.9 -2.2 -1.4
```
Forces are in eV/Å.

Summary:
Multiplicity ... 2
Orbital gap (spin up / spin down) ... 10.99 / 5.26 eV
ΔE to the lowest compared entry with this formula, charge and spin ... 60.5 kcal per mole
LUMO level (spin up / spin down) ... -3.62 / -9.32 eV
E ... -10975.601 eV
Total charge ... +1

---

Entry from OMol25: a cluster of 2 separate species, C11H15N in total in a non-equilibrium geometry (wB97M-V/def2-TZVPD).

XYZ file:
```
27
Properties=species:S:1:pos:R:3:forces:R:3
C 1.320913 -2.940252 -0.226045 0.6 -0.9 -0.7
C 0.423955 -0.529811 -0.752305 0.4 -0.6 -0.4
C 1.479042 -1.475091 -0.461770 -0.6 -0.4 0.2
C 1.057182 0.670654 -1.111270 -0.5 0.4 0.8
C 2.647298 -0.802776 -0.539497 -0.3 0.7 0.6
C -0.956662 -0.658770 -0.724810 0.3 0.6 -0.1
C -1.723814 0.463166 -1.070182 1.0 -2.3 -0.2
C -1.053245 1.523556 -1.677514 -1.0 1.6 1.1
C 0.321027 1.722044 -1.639372 -0.2 -0.5 0.1
N 2.372594 0.565813 -0.736187 0.9 -0.5 -1.2
H -1.340086 -1.632064 -0.454516 -0.5 0.1 0.2
H -2.784604 0.319940 -0.914997 -0.2 0.7 -0.5
H -1.680011 2.375315 -1.910188 0.1 0.1 -0.5
H 2.060499 -3.312309 0.470718 0.2 0.0 0.3
H 1.530635 -3.474616 -1.162884 0.1 0.1 0.0
H 3.653510 -1.150224 -0.371231 0.0 0.1 0.0
H 3.072674 1.183080 -1.113193 0.0 0.0 0.0
H 0.776658 2.648970 -1.958497 -0.1 0.0 -0.1
H 0.375780 -3.388202 0.075595 -0.3 0.8 0.2
C -2.160238 1.237846 2.870408 -0.5 -0.7 -0.1
C -2.681274 0.374438 4.024381 -0.8 0.8 -0.5
H -1.406880 0.690582 2.301811 0.1 0.2 0.0
H -2.981533 1.439547 2.180402 0.1 0.2 0.0
H -1.757352 2.175093 3.229892 0.2 0.2 0.0
H -1.871489 -0.045933 4.576394 0.4 -0.5 0.5
H -3.384643 -0.382162 3.676155 0.4 -0.3 -0.1
H -3.289068 0.974094 4.696490 0.1 0.2 0.3
```
Forces are in eV/Å.

Summary:
Orbital gap ... 8.81 eV
ΔE to the lowest compared entry with this formula, charge and spin ... 17.7 kcal per mole
LUMO level ... 0.93 eV
E ... -13140.024 eV
Total charge ... 0

---

Which of these has the lowest E?
C15H23I2OP2Y

---

What did the fourth record say?
Entry from OMol25: a cluster of 2 separate species, C11H15N in total in a non-equilibrium geometry (wB97M-V/def2-TZVPD).

XYZ file:
```
27
Properties=species:S:1:pos:R:3:forces:R:3
C 1.320913 -2.940252 -0.226045 0.6 -0.9 -0.7
C 0.423955 -0.529811 -0.752305 0.4 -0.6 -0.4
C 1.479042 -1.475091 -0.461770 -0.6 -0.4 0.2
C 1.057182 0.670654 -1.111270 -0.5 0.4 0.8
C 2.647298 -0.802776 -0.539497 -0.3 0.7 0.6
C -0.956662 -0.658770 -0.724810 0.3 0.6 -0.1
C -1.723814 0.463166 -1.070182 1.0 -2.3 -0.2
C -1.053245 1.523556 -1.677514 -1.0 1.6 1.1
C 0.321027 1.722044 -1.639372 -0.2 -0.5 0.1
N 2.372594 0.565813 -0.736187 0.9 -0.5 -1.2
H -1.340086 -1.632064 -0.454516 -0.5 0.1 0.2
H -2.784604 0.319940 -0.914997 -0.2 0.7 -0.5
H -1.680011 2.375315 -1.910188 0.1 0.1 -0.5
H 2.060499 -3.312309 0.470718 0.2 0.0 0.3
H 1.530635 -3.474616 -1.162884 0.1 0.1 0.0
H 3.653510 -1.150224 -0.371231 0.0 0.1 0.0
H 3.072674 1.183080 -1.113193 0.0 0.0 0.0
H 0.776658 2.648970 -1.958497 -0.1 0.0 -0.1
H 0.375780 -3.388202 0.075595 -0.3 0.8 0.2
C -2.160238 1.237846 2.870408 -0.5 -0.7 -0.1
C -2.681274 0.374438 4.024381 -0.8 0.8 -0.5
H -1.406880 0.690582 2.301811 0.1 0.2 0.0
H -2.981533 1.439547 2.180402 0.1 0.2 0.0
H -1.757352 2.175093 3.229892 0.2 0.2 0.0
H -1.871489 -0.045933 4.576394 0.4 -0.5 0.5
H -3.384643 -0.382162 3.676155 0.4 -0.3 -0.1
H -3.289068 0.974094 4.696490 0.1 0.2 0.3
```
Forces are in eV/Å.

Summary:
Orbital gap ... 8.81 eV
ΔE to the lowest compared entry with this formula, charge and spin ... 17.7 kcal per mole
LUMO level ... 0.93 eV
E ... -13140.024 eV
Total charge ... 0